# 1
This record from OMol25 describes 10 unconnected molecules or ions with the total composition C22H64N6O10. The level of theory is wB97M-V/def2-TZVPD.

Each line ends with the Löwdin charge.
Geometry (Å):
N1 34.88 -7.43 3.45  0.174
C1 34.96 -6.65 4.49  -0.634
N2 34.82 -5.40 4.13  0.147
O1 35.26 -7.07 5.76  -0.084
H1 34.88 -8.40 3.69  0.076
H2 34.54 -7.11 2.52  0.145
H3 34.97 -4.70 4.84  0.128
H4 34.37 -5.10 3.25  0.137
N3 31.78 -14.52 7.75  0.145
C2 30.88 -14.75 6.82  -0.625
N4 30.24 -13.66 6.45  0.158
O2 30.62 -16.02 6.34  -0.111
H5 32.30 -15.32 8.10  0.154
H6 32.24 -13.66 7.86  0.061
H7 29.46 -13.80 5.70  0.191
H8 30.49 -12.76 6.95  0.100
N5 30.29 -12.51 11.59  0.153
C3 31.01 -12.99 10.66  -0.613
N6 30.23 -13.60 9.77  0.129
O3 32.35 -12.66 10.50  -0.092
H9 30.66 -11.71 12.18  0.176
H10 29.46 -13.02 11.83  0.118
H11 30.63 -13.95 8.86  0.071
H12 29.24 -13.78 10.02  0.154
C4 30.43 -9.71 9.82  -0.002
C5 29.80 -10.35 8.59  -0.578
C6 29.95 -9.54 7.30  -0.015
O4 30.30 -11.45 8.26  -0.082
H13 31.48 -10.06 9.94  0.077
H14 29.97 -10.11 10.69  0.047
H15 30.32 -8.66 9.76  0.075
H16 28.74 -10.44 8.67  0.135
H17 30.96 -9.47 7.01  0.047
H18 29.53 -8.58 7.50  0.084
H19 29.45 -9.99 6.48  0.065
H20 30.17 -12.09 9.04  0.084
C7 34.07 -10.50 6.11  -0.031
C8 33.78 -11.18 7.41  -0.641
C9 33.74 -10.20 8.54  -0.038
O5 32.79 -11.90 7.52  0.010
H21 33.83 -11.08 5.22  0.041
H22 35.14 -10.36 5.97  0.090
H23 33.51 -9.55 6.03  0.073
H24 34.65 -11.77 7.65  0.148
H25 32.99 -9.46 8.45  0.047
H26 34.62 -9.65 8.59  0.063
H27 33.59 -10.77 9.47  0.095
H28 32.09 -11.37 7.84  0.052
C10 33.19 -14.86 2.56  -0.010
C11 32.72 -14.49 3.98  -0.647
C12 33.95 -14.22 4.88  -0.014
O6 31.96 -13.53 3.96  0.007
H29 33.86 -14.07 2.23  0.053
H30 32.38 -14.86 1.87  0.074
H31 33.74 -15.76 2.54  0.067
H32 32.21 -15.34 4.39  0.119
H33 34.60 -15.04 4.87  0.060
H34 33.66 -14.19 5.93  0.060
H35 34.49 -13.28 4.59  0.091
H36 31.69 -13.38 4.90  0.099
C13 34.25 -11.06 2.40  -0.043
C14 33.72 -10.31 1.21  -0.687
C15 34.78 -9.84 0.24  -0.044
O7 32.90 -10.98 0.55  0.018
H37 33.47 -11.67 2.90  0.072
H38 34.84 -10.37 3.08  0.084
H39 34.98 -11.86 2.18  0.089
H40 33.24 -9.42 1.59  0.117
H41 35.60 -9.28 0.65  0.063
H42 34.40 -9.15 -0.54  0.093
H43 35.32 -10.68 -0.26  0.094
H44 33.36 -11.84 0.33  0.168
C16 33.55 -7.40 10.22  -0.036
C17 34.42 -6.17 10.09  -0.632
C18 35.24 -6.02 8.74  -0.010
O8 33.84 -5.08 10.16  0.046
H45 32.99 -7.42 9.28  0.079
H46 33.04 -7.35 11.13  0.059
H47 34.22 -8.25 10.38  0.082
H48 35.10 -6.31 10.93  0.125
H49 35.86 -6.93 8.61  0.077
H50 35.94 -5.23 8.77  0.055
H51 34.63 -5.92 7.85  0.047
H52 33.21 -4.98 10.83  0.102
C19 31.38 -9.99 4.16  -0.026
C20 30.54 -10.51 3.00  -0.653
C21 29.08 -10.86 3.39  -0.011
O9 30.41 -9.73 2.07  0.041
H53 31.61 -10.75 4.90  0.062
H54 30.77 -9.19 4.62  0.081
H55 32.31 -9.54 3.70  0.079
H56 30.98 -11.40 2.58  0.122
H57 28.44 -9.99 3.46  0.086
H58 28.94 -11.36 4.31  0.043
H59 28.69 -11.53 2.67  0.063
H60 31.22 -9.76 1.55  0.095
C22 32.14 -6.88 5.94  -0.175
O10 32.36 -5.50 5.98  -0.096
H61 32.76 -7.34 6.73  0.071
H62 32.35 -7.31 4.99  0.057
H63 31.11 -7.00 6.19  0.062
H64 32.87 -5.36 5.19  0.017

Computed properties:
SMILES   NC(N)=O.NC(N)=O.NC(N)=O.CC(C)O.CC(C)O.CC(C)O.CC(C)O.CC(C)O.CC(C)O.CO

# 2
This record from OMol25 describes 8 unconnected molecules or ions with the total composition C22H65N9O8. The level of theory is wB97M-V/def2-TZVPD.

Each line ends with the Löwdin charge.
Geometry (Å):
C1 9.41 37.12 -0.76  -0.148
O1 10.47 37.24 0.10  -0.183
C2 10.18 37.16 1.51  -0.168
C3 9.24 38.28 1.98  -0.430
C4 9.84 39.61 1.68  -0.078
N1 9.02 38.18 3.44  0.047
H1 8.91 38.10 -0.80  0.080
H2 8.65 36.37 -0.55  0.086
H3 9.79 36.96 -1.77  0.091
H4 9.77 36.21 1.86  0.092
H5 11.18 37.23 1.94  0.137
H6 8.31 38.22 1.42  0.131
H7 10.85 39.75 2.05  0.092
H8 9.29 40.45 2.12  0.076
H9 9.70 39.90 0.63  0.077
H10 8.58 39.00 3.82  0.078
H11 9.89 37.88 3.85  0.054
C5 12.15 42.29 7.29  -0.107
O2 11.34 41.15 7.07  -0.193
C6 12.11 40.00 6.80  -0.227
C7 11.40 38.68 6.52  -0.446
C8 10.64 38.08 7.69  -0.059
N2 12.30 37.69 5.90  0.041
H12 11.49 43.02 7.76  0.088
H13 12.57 42.57 6.32  0.089
H14 12.94 42.13 8.03  0.083
H15 12.81 40.16 5.98  0.125
H16 12.61 39.86 7.77  0.123
H17 10.63 38.90 5.77  0.117
H18 9.86 38.75 8.05  0.081
H19 11.37 38.01 8.51  0.074
H20 10.33 37.04 7.59  0.065
H21 12.94 37.34 6.60  0.064
H22 11.60 36.95 5.76  0.007
C9 13.84 32.81 11.00  -0.117
O3 12.53 32.71 11.54  -0.183
C10 11.54 33.39 10.76  -0.199
C11 11.21 32.55 9.49  -0.424
C12 10.35 33.30 8.43  -0.047
N3 10.59 31.30 9.91  0.038
H23 14.11 33.83 10.72  0.084
H24 14.10 32.21 10.13  0.072
H25 14.51 32.59 11.83  0.089
H26 10.64 33.67 11.30  0.125
H27 11.91 34.39 10.50  0.111
H28 12.18 32.34 9.04  0.108
H29 10.72 34.32 8.31  0.062
H30 9.33 33.27 8.82  0.075
H31 10.32 32.94 7.40  0.050
H32 11.29 30.85 10.49  0.066
H33 9.77 31.47 10.50  0.072
C13 12.28 34.07 -1.27  -0.126
O4 12.85 32.88 -0.74  -0.177
C14 12.40 32.73 0.62  -0.173
C15 12.63 31.30 1.19  -0.415
C16 12.37 30.20 0.18  -0.060
N4 11.87 31.01 2.39  0.023
H34 12.43 34.91 -0.58  0.077
H35 11.19 34.09 -1.37  0.084
H36 12.75 34.42 -2.18  0.087
H37 12.96 33.47 1.19  0.126
H38 11.33 32.89 0.75  0.123
H39 13.69 31.32 1.49  0.134
H40 12.65 30.36 -0.86  0.076
H41 11.33 29.90 0.31  0.073
H42 12.85 29.22 0.35  0.074
H43 12.23 30.11 2.68  0.095
H44 12.12 31.67 3.14  0.040
C17 3.25 33.52 1.91  -0.129
O5 4.14 32.55 1.44  -0.162
C18 5.29 32.37 2.23  -0.209
C19 6.28 33.51 2.52  -0.394
C20 6.91 34.22 1.27  -0.029
N5 7.36 33.01 3.39  -0.003
H45 2.72 33.34 2.85  0.090
H46 2.40 33.49 1.23  0.088
H47 3.64 34.54 1.85  0.087
H48 4.92 32.09 3.22  0.120
H49 5.86 31.52 1.85  0.130
H50 5.85 34.29 3.16  0.130
H51 7.06 33.45 0.51  0.083
H52 7.88 34.67 1.49  0.046
H53 6.31 35.08 0.98  0.072
H54 7.91 32.30 2.90  0.031
H55 6.84 32.58 4.15  0.095
N6 9.17 35.11 3.96  0.173
C21 10.20 34.63 4.64  -0.627
N7 10.18 33.27 4.69  0.191
O6 11.07 35.32 5.21  -0.052
H56 8.48 34.37 3.87  0.047
H57 8.99 36.10 3.94  0.067
H58 10.93 32.77 5.14  0.067
H59 9.35 32.84 4.32  0.062
N8 13.16 33.71 6.27  0.177
C22 13.53 32.54 5.70  -0.655
N9 14.59 31.98 6.33  0.159
O7 13.01 32.01 4.73  0.008
H60 12.70 34.42 5.70  0.076
H61 13.71 34.08 7.03  0.097
H62 14.94 32.40 7.17  0.089
H63 14.87 31.06 6.04  0.109
O8 9.01 31.01 2.54  -0.093
H64 9.99 31.08 2.64  0.010
H65 8.87 30.20 2.05  0.048

Computed properties:
SMILES   COC[C@H](C)N.COC[C@H](C)N.COC[C@H](C)N.COC[C@H](C)N.COC[C@H](C)N.NC(N)=O.NC(N)=O.O

Computed gap between HOMO and LUMO (eV) in order:
9.2001 9.4084
Computed energy above the lowest of the compared OMol25 structures with the same formula, charge and spin (kJ/mol) in order:
844.0 162.2